(1)
{
  "formula": "C34H28BBrF4GaO2P",
  "method": "ωB97M-V with the def2-TZVPD basis set",
  "homo_ev": -13.5,
  "charge": 2,
  "orbital_gap_ev": 7.1,
  "e_above_lowest_kcal_mol": 6.2,
  "species": ["Ga", "C", "C", "C", "C", "C", "C", "H", "H", "H", "H", "H", "H", "F", "C", "C", "F", "C", "F", "C", "P", "C", "C", "C", "C", "C", "C", "C", "C", "C", "C", "C", "C", "C", "Br", "C", "F", "H", "H", "H", "H", "H", "H", "H", "H", "H", "H", "C", "C", "C", "C", "C", "C", "C", "C", "O", "B", "O", "C", "C", "H", "H", "H", "H", "H", "H", "H", "H", "H", "H", "H", "H"],
  "coordinates": [[0.014428, -0.212467, 0.823686], [1.117945, -0.925866, -1.142587], [1.098471, 0.395956, -1.625759], [2.084266, 1.294161, -1.238804], [3.084029, 0.893871, -0.360842], [3.092903, -0.394517, 0.158121], [2.121213, -1.312681, -0.231993], [0.454576, -1.675092, -1.562489], [0.367959, 0.683519, -2.371069], [2.091820, 2.294637, -1.649988], [3.862319, 1.589525, -0.079749], [3.883597, -0.701056, 0.830490], [2.184116, -2.344454, 0.091468], [-5.683958, -3.629688, -1.558096], [-4.649715, -3.286984, -0.830975], [-4.247462, -4.080243, 0.227359], [-4.902681, -5.181945, 0.513753], [-3.152120, -3.698635, 0.988944], [-2.824809, -4.470291, 2.020141], [-2.411860, -2.560230, 0.700716], [-1.005832, -2.115529, 1.734488], [-1.734722, -1.685664, 3.312583], [-1.553925, -2.492468, 4.429489], [-2.127315, -2.116724, 5.636163], [-2.867435, -0.946066, 5.721215], [-3.047589, -0.140109, 4.601114], [-2.476078, -0.506253, 3.396000], [0.226318, -3.388646, 1.910801], [0.056008, -4.703076, 1.479594], [1.077521, -5.621287, 1.669805], [2.263229, -5.232616, 2.276575], [2.445497, -3.916339, 2.685695], [1.435192, -2.989606, 2.495834], [-2.890643, -1.740191, -0.328264], [-2.276284, 0.037818, -0.609255], [-3.981840, -2.094860, -1.091429], [-4.435361, -1.306134, -2.049949], [-0.983999, -3.411040, 4.358968], [-1.994707, -2.740147, 6.510103], [-3.315108, -0.661303, 6.664036], [-3.631129, 0.767474, 4.672247], [-2.638180, 0.120058, 2.522797], [-0.849876, -5.021621, 0.986347], [0.942960, -6.643717, 1.344350], [3.051462, -5.958061, 2.427516], [3.373192, -3.614351, 3.152823], [1.582213, -1.964103, 2.823557], [5.563332, 2.412237, 6.840341], [4.598392, 3.444592, 6.238216], [3.973756, 4.279032, 7.364892], [5.392691, 4.374900, 5.322787], [3.494470, 2.701077, 5.481927], [2.605018, 1.877675, 6.196195], [1.591930, 1.143254, 5.592740], [1.501383, 1.267023, 4.225085], [0.614604, 0.645841, 3.335600], [0.995371, 1.124035, 2.086006], [2.050348, 1.981475, 2.150961], [2.359195, 2.061713, 3.513390], [3.364513, 2.798607, 4.096187], [6.326416, 2.919712, 7.432517], [6.067612, 1.843230, 6.056314], [5.046829, 1.707743, 7.493986], [4.744501, 4.882744, 7.845662], [3.520800, 3.654658, 8.135909], [3.208656, 4.954960, 6.978426], [6.172553, 4.867669, 5.903295], [4.763521, 5.155114, 4.888299], [5.888977, 3.832373, 4.515206], [2.709850, 1.808812, 7.270535], [0.919210, 0.516218, 6.161077], [4.009891, 3.424731, 3.498573]],
  "atomic_forces_ev_per_a": [[0.517, 0.462, -0.584], [-0.130, 0.046, 0.275], [0.090, 0.006, -0.149], [0.022, -0.017, -0.046], [0.019, 0.013, -0.019], [0.000, -0.132, -0.065], [0.230, -0.053, -0.170], [-0.048, 0.031, 0.025], [-0.079, 0.018, 0.073], [-0.023, 0.005, 0.028], [-0.015, 0.011, 0.010], [-0.024, -0.002, 0.029], [-0.046, 0.062, 0.020], [0.008, 0.010, -0.003], [-0.092, -0.023, -0.037], [-0.050, -0.046, 0.019], [0.013, -0.009, 0.012], [0.005, -0.098, -0.095], [0.060, 0.066, 0.020], [-0.040, -0.056, -0.146], [-0.542, 0.072, 0.384], [0.190, 0.095, 0.120], [0.031, -0.058, 0.035], [0.011, 0.007, 0.011], [-0.005, -0.003, -0.020], [0.022, -0.056, 0.013], [-0.137, 0.017, -0.007], [0.116, -0.245, -0.174], [0.087, 0.039, -0.087], [0.047, -0.009, -0.007], [-0.009, -0.029, -0.007], [-0.013, 0.034, -0.006], [-0.101, -0.058, 0.180], [-0.071, -0.010, 0.060], [0.269, 0.094, 0.019], [-0.039, -0.018, -0.029], [0.037, 0.022, 0.027], [0.017, 0.028, 0.023], [-0.016, -0.007, -0.014], [0.009, 0.006, -0.002], [0.005, 0.002, -0.008], [0.059, 0.005, 0.017], [-0.004, 0.003, 0.036], [0.008, 0.003, -0.004], [0.002, 0.010, 0.003], [-0.002, -0.003, 0.008], [-0.045, 0.003, 0.059], [0.014, -0.011, -0.002], [-0.055, -0.067, -0.009], [-0.013, 0.044, 0.009], [0.006, 0.041, -0.005], [0.047, -0.024, 0.011], [-0.016, -0.016, -0.016], [0.093, 0.089, 0.064], [-0.223, -0.241, 0.000], [0.238, 0.280, -0.131], [-0.276, -0.548, 0.659], [-0.256, -0.008, -0.327], [0.131, 0.226, -0.183], [-0.006, 0.023, 0.109], [-0.007, -0.002, -0.008], [-0.017, -0.001, 0.006], [0.005, 0.017, 0.003], [0.000, -0.020, 0.008], [-0.007, 0.008, -0.020], [0.016, -0.001, -0.001], [-0.012, 0.008, -0.001], [0.000, -0.015, 0.003], [-0.001, -0.006, 0.017], [0.007, -0.007, -0.013], [-0.007, 0.009, 0.004], [-0.004, -0.013, -0.006]]
}

***

(2)
{
  "formula": "C34H28BN2O6S",
  "method": "ωB97M-V with the def2-TZVPD basis set",
  "homo_ev": -4.5,
  "charge": -1,
  "orbital_gap_ev": 5.0,
  "species": ["C", "C", "O", "B", "C", "C", "S", "C", "N", "N", "C", "O", "H", "H", "H", "H", "H", "H", "H", "H", "H", "H", "H", "H", "C", "C", "C", "C", "C", "C", "C", "O", "C", "C", "C", "C", "C", "C", "C", "O", "H", "H", "H", "H", "H", "H", "H", "H", "C", "C", "C", "C", "C", "C", "C", "O", "C", "C", "C", "C", "C", "C", "C", "O", "H", "H", "H", "H", "H", "H", "H", "H"],
  "coordinates": [[-0.363147, -0.444743, 1.250290], [-1.171131, -1.729686, 1.336440], [-0.767914, -2.601980, 2.336460], [-1.168868, -2.188756, 3.721600], [0.055598, -1.437628, 4.572658], [1.425544, -1.761577, 4.029807], [2.612095, -0.363054, 4.331769], [3.428527, -0.290050, 2.799487], [3.691334, 0.702567, 2.054931], [4.347389, 0.181389, 0.934535], [4.408193, -1.056413, 1.088952], [3.857681, -1.461594, 2.267319], [0.592369, -0.586169, 0.747757], [-0.177605, -0.002980, 2.224944], [-0.924434, 0.290593, 0.673665], [-1.031863, -2.256645, 0.383666], [-2.237812, -1.509944, 1.388714], [-2.098348, -1.381192, 3.636695], [-1.593011, -3.163651, 4.343954], [0.003433, -1.781626, 5.604579], [-0.104289, -0.363037, 4.618019], [1.427095, -1.924238, 2.958962], [1.842015, -2.627790, 4.525451], [4.831152, -1.797285, 0.445305], [-6.337340, 0.349758, -1.403671], [-7.703338, 0.613207, -1.452065], [-8.485538, 0.437864, -0.324001], [-7.907418, -0.010786, 0.857527], [-6.540425, -0.291657, 0.898881], [-5.756793, -0.102332, -0.231423], [-5.903648, -0.812182, 2.143955], [-4.721972, -1.054741, 2.192600], [-6.769590, -1.035893, 3.334693], [-6.198900, -1.564721, 4.485159], [-6.983504, -1.769115, 5.607045], [-8.336380, -1.440089, 5.585816], [-8.908302, -0.916133, 4.439274], [-8.128860, -0.717947, 3.306085], [-8.760861, -0.178941, 2.069357], [-9.940364, 0.113800, 2.044813], [-5.726391, 0.494772, -2.285060], [-8.155959, 0.957461, -2.373038], [-9.546185, 0.646000, -0.354209], [-4.696493, -0.313505, -0.186662], [-5.144201, -1.813018, 4.494618], [-6.540758, -2.184385, 6.502717], [-8.944881, -1.595967, 6.467378], [-9.959007, -0.661748, 4.416965], [8.959386, 3.271307, -7.042483], [8.437922, 4.417162, -6.450222], [7.469460, 4.311552, -5.467143], [7.010397, 3.060189, -5.076866], [7.520311, 1.911922, -5.683694], [8.501522, 2.022329, -6.660816], [7.014452, 0.559292, -5.309533], [7.467228, -0.436847, -5.837133], [5.942377, 0.470857, -4.283493], [5.421234, -0.772853, -3.955255], [4.430086, -0.874753, -2.993354], [3.960018, 0.262839, -2.346780], [4.473418, 1.507278, -2.671800], [5.458057, 1.618239, -3.644569], [5.977570, 2.966352, -4.002916], [5.575062, 3.966471, -3.447235], [9.722063, 3.355511, -7.805758], [8.790308, 5.393500, -6.756553], [7.064027, 5.197721, -4.998766], [8.899549, 1.128037, -7.119968], [5.791514, -1.656637, -4.456206], [4.021104, -1.845224, -2.742799], [3.195064, 0.177880, -1.588533], [4.110978, 2.393665, -2.170838]],
  "atomic_forces_ev_per_a": [[-0.182, 0.362, -0.075], [0.359, -0.533, -0.531], [0.019, 0.081, 0.330], [-0.397, 0.102, 0.003], [-0.170, -0.259, 0.098], [0.222, 0.323, 0.159], [0.031, 0.243, -0.007], [-0.522, -1.144, 1.052], [0.255, 1.168, -0.726], [0.109, 2.085, -0.582], [-0.232, -1.596, 0.994], [0.290, -0.549, -0.523], [0.200, -0.121, 0.031], [-0.038, -0.032, 0.209], [-0.012, 0.174, -0.159], [-0.023, -0.062, -0.204], [-0.196, 0.193, 0.302], [-0.051, 0.041, 0.091], [0.202, -0.196, -0.001], [0.002, 0.021, 0.257], [0.027, 0.235, -0.226], [-0.115, -0.051, -0.161], [0.163, -0.280, -0.076], [0.078, -0.218, -0.189], [-0.070, 0.009, 0.007], [0.057, -0.012, 0.019], [-0.021, 0.052, -0.144], [0.094, -0.047, 0.073], [-0.136, 0.011, 0.050], [0.074, 0.028, -0.157], [0.219, -0.066, 0.085], [-0.031, 0.040, -0.176], [-0.177, 0.040, -0.026], [0.107, -0.074, 0.159], [-0.099, 0.033, -0.017], [0.067, -0.008, -0.021], [-0.055, -0.045, 0.152], [0.097, 0.000, -0.087], [-0.180, 0.042, 0.022], [0.029, -0.016, -0.011], [0.003, -0.001, -0.004], [0.002, 0.009, -0.002], [-0.011, -0.015, 0.105], [-0.009, -0.044, 0.112], [0.018, 0.054, -0.109], [0.011, 0.002, 0.003], [-0.002, -0.003, 0.004], [0.002, 0.024, -0.100], [-0.024, 0.034, 0.024], [0.012, -0.052, -0.011], [0.085, 0.120, -0.070], [0.008, -0.118, -0.021], [-0.069, 0.057, 0.064], [0.100, 0.063, -0.105], [0.044, -0.204, -0.044], [-0.001, 0.039, -0.006], [0.019, 0.149, -0.010], [-0.067, -0.127, 0.069], [-0.015, 0.061, 0.023], [-0.031, -0.070, -0.056], [-0.072, -0.032, 0.046], [0.072, -0.048, -0.082], [-0.108, 0.126, 0.134], [0.012, -0.005, -0.042], [0.002, 0.002, -0.004], [0.008, 0.003, 0.004], [-0.058, -0.060, 0.075], [-0.071, -0.065, 0.052], [0.077, 0.054, -0.049], [-0.009, 0.001, 0.002], [0.019, 0.028, 0.035], [0.060, 0.048, -0.027]]
}

***

(3)
{
  "formula": "C34H28BrN2O2PPd",
  "method": "ωB97M-V with the def2-TZVPD basis set",
  "homo_ev": [-13.0, -13.0],
  "charge": 2,
  "multiplicity": 5,
  "orbital_gap_ev": [6.4, 4.5],
  "species": ["Pd", "O", "C", "C", "C", "C", "C", "C", "C", "O", "N", "N", "C", "C", "Br", "C", "C", "C", "C", "C", "C", "C", "H", "H", "H", "H", "H", "H", "H", "H", "H", "H", "H", "H", "H", "H", "C", "C", "C", "C", "C", "C", "P", "C", "C", "C", "C", "C", "C", "C", "C", "C", "C", "C", "C", "H", "H", "H", "H", "H", "H", "H", "H", "H", "H", "H", "H", "H", "H"],
  "coordinates": [[0.280575, -0.478510, -0.761074], [1.858184, -3.566674, 3.610528], [1.325640, -2.348109, 3.857156], [0.813348, -2.122448, 5.135886], [0.200703, -0.923872, 5.441300], [0.063174, 0.068752, 4.477054], [0.588802, -0.138826, 3.214551], [1.257452, -1.322472, 2.912402], [1.893353, -1.514740, 1.523534], [1.051318, -1.975398, 0.590586], [2.523124, -0.230592, 1.170138], [2.174478, 0.389293, 0.093413], [2.689237, 1.569037, -0.184161], [2.395038, 2.267228, -1.365272], [1.023559, 1.506118, -2.489405], [2.932754, 3.451675, -1.807227], [4.080091, 4.160513, -1.340457], [4.177627, 5.525984, -1.687842], [5.248894, 6.282052, -1.269684], [6.264856, 5.692040, -0.522646], [6.214370, 4.332652, -0.215873], [5.141332, 3.571846, -0.619675], [2.001802, -3.727313, 2.674886], [0.887692, -2.924944, 5.857808], [-0.183753, -0.763524, 6.439558], [-0.421750, 1.005584, 4.715957], [0.480887, 0.623595, 2.449657], [2.767839, -2.189975, 1.643990], [3.122352, 0.225420, 1.858191], [3.351722, 2.057836, 0.527702], [2.410889, 3.926515, -2.631863], [3.385129, 5.979767, -2.270225], [5.309065, 7.330033, -1.528585], [7.112691, 6.283615, -0.204545], [7.033779, 3.869583, 0.316734], [5.156828, 2.503081, -0.455927], [-6.738670, -3.251814, -1.844317], [-5.665815, -3.039959, -2.701526], [-4.429943, -2.668498, -2.202043], [-4.285124, -2.467022, -0.826526], [-5.355509, -2.700799, 0.037663], [-6.582248, -3.086798, -0.475502], [-2.707722, -1.898256, -0.148209], [-1.355386, -2.308714, -1.290795], [-1.066147, -1.459998, -2.388027], [-0.103552, -1.866575, -3.321293], [0.573707, -3.063801, -3.156130], [0.277827, -3.894866, -2.080098], [-0.682867, -3.527055, -1.156917], [-2.680808, -0.124263, 0.034760], [-3.871938, 0.596769, 0.235403], [-3.818668, 1.964526, 0.380155], [-2.585039, 2.615167, 0.407411], [-1.400267, 1.894975, 0.268827], [-1.430506, 0.525742, 0.074068], [-7.692129, -3.564382, -2.248044], [-5.787258, -3.171184, -3.768450], [-3.599148, -2.534623, -2.877870], [-5.225676, -2.586729, 1.107319], [-7.409771, -3.270340, 0.196045], [-1.706417, -0.614098, -2.608688], [0.070691, -1.258999, -4.200241], [1.316000, -3.359225, -3.885377], [0.799807, -4.834611, -1.962484], [-0.911149, -4.174205, -0.320619], [-4.824994, 0.081562, 0.240664], [-4.732610, 2.534081, 0.478959], [-2.544673, 3.690128, 0.529011], [-0.457075, 2.429043, 0.316303]],
  "atomic_forces_ev_per_a": [[0.460, -0.350, 1.081], [0.181, -0.158, 0.186], [-0.214, 0.400, 0.058], [0.023, -0.245, -0.185], [0.000, 0.013, 0.025], [0.004, 0.136, -0.101], [0.054, -0.016, 0.229], [0.338, -0.006, -0.363], [-0.687, -0.641, 0.627], [-0.079, 0.345, -0.662], [0.023, 0.476, -0.264], [-0.334, -0.370, 0.338], [0.443, 0.803, -0.152], [-0.559, -0.806, -0.024], [0.359, 0.513, -0.080], [0.154, 0.372, -0.030], [0.046, -0.063, -0.013], [-0.082, -0.017, -0.029], [0.042, 0.094, 0.038], [-0.080, -0.037, -0.048], [0.038, -0.058, 0.059], [-0.004, -0.050, -0.009], [-0.078, 0.023, -0.112], [0.007, 0.042, 0.040], [-0.009, -0.010, -0.003], [-0.054, -0.040, 0.005], [0.011, 0.043, 0.037], [0.022, 0.131, -0.032], [0.126, -0.018, -0.062], [-0.002, -0.084, 0.020], [-0.045, -0.011, 0.028], [0.020, 0.005, -0.009], [-0.022, -0.005, -0.001], [0.005, -0.001, -0.004], [-0.001, 0.008, -0.008], [0.030, 0.001, 0.013], [0.051, 0.000, -0.001], [0.028, -0.013, -0.087], [-0.034, 0.003, 0.089], [0.324, -0.128, 0.261], [0.055, 0.096, 0.115], [-0.033, -0.018, 0.045], [-0.103, 0.715, -0.876], [-0.273, -0.047, 0.074], [-0.342, -0.397, -0.268], [-0.040, -0.067, -0.024], [-0.033, 0.116, -0.064], [-0.025, -0.042, 0.080], [-0.036, -0.046, 0.030], [0.024, -0.456, 0.324], [-0.114, -0.035, -0.017], [-0.089, 0.048, 0.040], [0.115, -0.103, 0.030], [-0.152, 0.068, 0.149], [0.429, -0.199, -0.514], [-0.014, 0.025, 0.017], [-0.013, -0.031, 0.014], [0.083, 0.034, -0.050], [-0.033, -0.001, 0.004], [-0.001, 0.002, -0.012], [0.040, 0.067, 0.080], [0.045, 0.020, 0.024], [-0.003, -0.034, 0.014], [-0.011, -0.003, -0.009], [0.038, -0.008, 0.007], [0.002, 0.032, -0.019], [0.004, -0.012, 0.022], [-0.036, 0.002, 0.020], [0.010, -0.004, -0.088]]
}

***

Which formula does entry 3 have? C34H28BrN2O2PPd